The following is a DFT calculation (the ωB97M-V functional and the def2-TZVPD basis) of C27H39N4O5PtSi3 as an isolated structure in a non-equilibrium geometry.

XYZ file:
```
79
Properties=species:S:1:pos:R:3
Pt -0.31624 0.42583 -0.50630
O -3.89067 5.12228 0.86667
C -2.83340 5.62110 1.32421
O -2.58130 6.63352 1.95934
C -1.70380 4.65376 0.97724
C -1.21331 4.55081 -0.32552
C -0.52895 3.42158 -0.70407
N -0.30716 2.41032 0.15052
C -0.60580 2.58965 1.45388
C -1.25994 3.70661 1.90818
C -0.24963 1.48594 2.40174
O -0.09062 1.65900 3.57277
O -0.12512 0.28279 1.78699
H -1.44096 5.31382 -1.05783
H -0.20165 3.26413 -1.72408
H -1.49240 3.80208 2.96034
N -2.15390 1.59320 -3.00105
C -2.84870 1.64109 -1.79903
C -3.89532 2.56742 -1.70154
C -4.54129 2.73834 -0.50340
C -4.20617 1.90972 0.57509
C -3.19926 1.00750 0.40355
N -2.49683 0.87996 -0.75239
C -1.21981 0.68617 -3.52596
C -0.72778 0.84982 -4.76121
C 0.18342 -0.03292 -5.47468
C 1.10624 -0.81332 -4.91512
C 1.33350 -0.85675 -3.43464
N -0.93505 -0.34962 -2.60963
H -2.49706 2.25089 -3.68251
H -4.14639 3.17899 -2.55837
H -5.29041 3.50694 -0.38902
H -4.70239 2.00609 1.52882
H -2.87892 0.35679 1.20652
H -1.08870 1.71548 -5.30478
H 0.10419 -0.01274 -6.55482
H 1.72456 -1.44090 -5.54314
H 2.16940 -1.50864 -3.18911
C 0.11062 -1.36859 -2.69981
O 0.36462 -1.57680 -1.30281
Si 1.17591 -2.75680 -0.35478
C 0.08116 -4.25473 -0.26864
C 2.73511 -3.28702 -1.21413
C 1.43227 -1.76056 1.18880
Si 0.06423 -1.44157 2.39194
C 1.38091 -3.75406 3.45196
C -1.59654 -2.09438 1.85216
C -0.01547 -1.24370 4.23167
Si 3.01429 -0.71983 1.32176
C 3.19236 0.29428 -0.25464
C 4.49136 -1.85265 1.51150
C 2.96938 0.43619 2.78877
H 1.56674 0.14242 -3.04759
H -1.80267 -0.76691 -2.28129
H -0.26748 -2.29095 -3.14430
H -0.08153 -4.62735 -1.28405
H -0.89112 -4.09013 0.18959
H 0.58395 -5.05958 0.27368
H 2.49018 -3.81629 -2.13883
H 3.27171 -3.99715 -0.58078
H 3.41836 -2.47322 -1.45294
H 0.93458 -4.32193 2.64665
H 1.04438 -3.94055 4.45942
H 2.36429 -3.33312 3.30295
H -1.70462 -3.15709 2.08133
H -1.78844 -1.95503 0.78632
H -2.37534 -1.58010 2.42029
H 0.92026 -1.04359 4.74786
H -0.46535 -2.13383 4.67123
H -0.68406 -0.40203 4.40724
H 3.61365 -0.28988 -1.07448
H 3.85567 1.14261 -0.07289
H 2.23870 0.70691 -0.60870
H 4.60700 -2.55853 0.69048
H 4.44951 -2.42029 2.44317
H 5.39446 -1.23859 1.55300
H 2.52581 1.40352 2.54855
H 3.99456 0.62877 3.11353
H 2.43422 0.03540 3.64919
```

**HOMO-LUMO gap (alpha / beta)**: 7.458 / 5.242 eV
**HOMO level (alpha / beta)**: -10.337 / -10.335 eV
**Net charge**: +1
**Largest force on an atom**: 0.0265 Eh/bohr
**Total energy**: -71702.486 eV
**Multiplicity**: 5
**Relative energy (zero: lowest compared OMol25 entry of this formula, charge and spin)**: 1.312 eV
**Lowest unoccupied orbital energy (alpha / beta)**: -2.88 / -5.09 eV